DFT (wB97M-V/def2-TZVPD) results for a 3-piece molecular cluster, C16H21FN4O3S overall in a non-equilibrium geometry.

highest occupied orbital energy: -9.444 eV
LUMO: -0.028 eV
total charge: 0
SMILES string: CCC[C@H](C)N(N=C=O)S(=O)(=O)F.c1ccncc1.c1ccncc1
calculated total energy: -1564.95056 hartree
orbital gap: 0.346 hartree
molecular weight: 368.4 g/mol

```
46
Properties=species:S:1:pos:R:3:forces:R:3
C 4.16186 -0.45539 1.09321 -0.5590 -0.1195 -0.2923
C 2.99860 -0.47424 -0.00018 0.5151 0.6788 -0.2830
C 2.06331 0.82749 0.08148 0.7103 -1.3650 0.0578
C 0.59322 0.43012 -0.36012 0.7421 1.5858 -1.6470
C -0.17158 1.74368 -0.83089 0.0589 0.8904 0.3682
N -0.06119 -0.36528 0.70310 -0.1089 -1.5010 -1.7751
N -0.09344 0.23675 1.97149 -2.1914 0.6231 1.4466
C -1.16852 0.84858 2.24588 1.0901 1.2878 -1.4488
O -2.02958 1.61414 2.39183 0.5899 -1.3442 0.7176
S -1.46726 -1.16654 0.24106 -3.8862 -1.6540 -0.1916
O -2.02935 -2.00141 1.30650 2.1097 1.6003 -1.6799
O -2.47442 -0.33211 -0.40773 2.4192 -0.8112 0.4719
F -0.98524 -2.24434 -0.92954 0.1325 2.0411 1.8722
H 5.10735 -0.08074 0.61227 -0.8642 -0.3649 0.6922
H 4.33077 -1.49560 1.49915 -0.0452 1.2055 -0.4010
H 3.87574 0.23385 1.94726 0.4381 -0.8873 -0.9165
H 3.49949 -0.44351 -1.02232 -0.7372 -0.3064 1.1608
H 2.37604 -1.41765 0.04793 0.6739 1.1061 0.1336
H 2.49258 1.63276 -0.59254 -0.8177 -0.9828 0.6696
H 2.13961 1.21912 1.13688 -0.5915 -0.3000 -1.0908
H 0.69104 -0.23958 -1.27573 -0.1816 0.5149 1.3577
H -0.30086 1.83493 -1.95889 0.2045 -0.3515 1.4640
H 0.46223 2.63049 -0.50059 -0.8891 -0.9866 -0.4375
H -1.18876 1.89142 -0.36334 1.0575 -0.3822 -0.5385
N -0.53730 -3.80607 6.65428 -0.0826 0.1043 -0.4317
C -0.36152 -2.57431 6.16082 -0.0127 -0.2845 0.2581
C -0.63666 -2.22205 4.84875 -0.0389 -0.1270 0.0418
C -1.11869 -3.20098 3.99334 -0.0281 -0.0138 -0.2673
C -1.30751 -4.48551 4.48042 0.0573 0.1100 0.0879
C -1.00516 -4.73370 5.81019 0.1194 0.1436 0.3270
H 0.02034 -1.84364 6.86662 -0.0110 0.0300 -0.0501
H -0.47721 -1.20786 4.50499 0.0375 -0.0413 0.0159
H -1.34484 -2.96484 2.95837 0.0778 -0.0931 0.3239
H -1.68161 -5.27622 3.84269 0.0101 0.0166 0.0368
H -1.13978 -5.72205 6.23797 -0.0125 0.0005 -0.0598
N -0.90161 2.69913 -4.23084 -0.0652 0.1056 -0.5169
C -0.70710 3.93351 -4.71206 -0.0005 -0.2909 0.2946
C -0.95559 4.29763 -6.02562 -0.0237 -0.0625 -0.0292
C -1.42975 3.32876 -6.89581 -0.0254 0.0223 -0.1172
C -1.63802 2.04265 -6.42336 0.0148 0.0837 -0.0118
C -1.36189 1.78177 -5.09086 0.1254 0.1166 0.3754
H -0.33238 4.65587 -3.99433 -0.0125 0.0357 -0.0620
H -0.78214 5.31273 -6.35873 0.0040 -0.0321 0.0410
H -1.63521 3.57352 -7.93162 0.0098 -0.0112 0.0499
H -2.00693 1.26020 -7.07380 0.0117 0.0103 0.0524
H -1.51250 0.79126 -4.67362 -0.0244 0.0002 -0.0686
```
Forces are in eV/Å.

=====

DFT (wB97M-V/def2-TZVPD) results for C16H21IrN2S7 as an isolated structure.

highest occupied orbital energy: -13.390 eV
LUMO: -7.093 eV
total charge: +2
calculated total energy: -3622.94018 hartree
orbital gap: 0.231 hartree
molecular weight: 658.0 g/mol

```
47
Properties=species:S:1:pos:R:3:forces:R:3
Ir 0.70529 1.43492 0.23241 -0.0261 -0.1478 0.0991
C -0.94593 3.67383 -1.16419 0.0390 -0.1226 -0.0007
C -2.04077 3.05385 -0.29204 0.0049 0.0288 0.0160
S -1.63229 1.32537 0.23900 0.1038 0.0562 -0.0375
C -1.94191 1.35230 2.06402 -0.0072 0.0072 0.0210
C -0.80328 0.70730 2.86117 0.0451 -0.0018 -0.0387
S 0.64302 1.77846 2.55786 -0.0718 -0.0408 -0.1654
C 2.21918 0.94643 2.93242 -0.0136 0.0077 -0.0211
C 3.29421 1.71878 2.16060 -0.0009 0.0156 0.0166
S 3.03784 1.67832 0.32576 -0.1286 0.0657 0.0481
C 3.19928 3.45509 -0.16830 0.0177 0.0330 -0.0008
C 2.07046 3.90543 -1.09810 -0.0502 -0.1212 0.0076
S 0.55016 3.66691 -0.12597 -0.0409 0.3992 0.0433
H -1.20679 4.70095 -1.41851 -0.0048 0.0080 0.0334
H -0.76492 3.09333 -2.06745 -0.0194 0.0272 -0.0222
H -2.97756 3.01357 -0.84470 0.0069 -0.0270 -0.0073
H -2.19757 3.64258 0.61210 -0.0237 0.0090 -0.0092
H -2.87636 0.82526 2.24895 0.0130 -0.0292 -0.0211
H -2.07015 2.39521 2.35653 -0.0370 -0.0108 0.0270
H -0.58543 -0.31247 2.54028 -0.0384 -0.0333 0.0356
H -1.05488 0.70963 3.92136 0.0112 0.0348 0.0049
H 2.16630 -0.10220 2.64462 0.0146 -0.0196 0.0161
H 2.42399 1.01622 4.00059 -0.0084 0.0144 0.0012
H 4.27367 1.28661 2.35873 -0.0018 -0.0086 -0.0121
H 3.31288 2.76481 2.46774 0.0117 -0.0058 0.0181
H 4.16152 3.57126 -0.66375 -0.0040 -0.0285 -0.0099
H 3.20473 4.05074 0.74496 0.0287 0.0084 -0.0063
H 2.02324 3.31341 -2.01069 0.0255 0.0277 -0.0256
H 2.18530 4.96106 -1.34314 -0.0022 0.0076 0.0299
S -0.16729 -3.27397 1.66009 -0.1703 -0.0749 0.1600
C 0.01907 -2.47206 0.27742 0.0484 0.6030 -0.1527
S 1.08348 -0.95300 0.17122 0.3160 -0.5001 -0.3178
C 0.58562 -0.76138 -1.51240 -0.0611 -0.0916 -0.2861
N -0.11909 -1.71314 -1.96879 -0.0894 0.0195 0.2899
N -0.33898 -2.69250 -1.01000 0.1577 0.0066 -0.0050
C -1.05665 -3.86786 -1.44815 -0.0049 0.0421 -0.0136
C -0.59193 -5.12388 -1.09960 0.0094 -0.0077 -0.0192
C -1.29231 -6.23551 -1.54216 0.0059 -0.0026 0.0085
C -2.42807 -6.08097 -2.32348 0.0020 0.0040 0.0026
C -2.86887 -4.81173 -2.67372 -0.0034 0.0050 -0.0016
C -2.18283 -3.69090 -2.23625 -0.0191 -0.0223 0.0242
S 0.84784 0.85612 -2.11249 -0.0406 -0.1430 0.2694
H 0.30183 -5.24003 -0.50318 0.0038 0.0091 0.0072
H -0.94141 -7.22409 -1.28059 -0.0025 -0.0014 -0.0029
H -2.96808 -6.95266 -2.66670 0.0009 0.0005 -0.0030
H -3.74846 -4.69222 -3.29105 -0.0007 -0.0045 0.0003
H -2.50709 -2.69719 -2.51241 0.0050 0.0048 -0.0005
```
Forces are in eV/Å.

=====

DFT (wB97M-V/def2-TZVPD) results for C16H21N2O4OsPS3 as an isolated structure.

highest occupied orbital energy (spin up / spin down): -11.276 / -11.930 eV
LUMO (spin up / spin down): -2.104 / -5.178 eV
total charge: +1
spin multiplicity: 6
calculated total energy: -2659.13859 hartree
energy relative to the best compared isomer or geometry (same formula, charge and spin): 3.8 kcal/mol
orbital gap (spin up / spin down): 0.337 / 0.248 hartree
molecular weight: 622.8 g/mol

```
48
Properties=species:S:1:pos:R:3:forces:R:3
Os 0.02068 -0.62997 1.19316 -0.0392 0.1210 0.2797
C -5.26447 -3.01020 1.10795 -0.0023 -0.0041 0.0059
C -5.10561 -1.61890 1.65743 -0.0003 0.0335 0.0019
O -3.82192 -1.54847 2.37112 -0.0151 -0.0310 -0.0420
P -2.80377 -0.39638 2.15374 -0.0244 -0.1160 -0.2589
S -1.18767 -0.78986 3.29697 0.1202 -0.0004 -0.1004
S -2.19167 -0.23163 0.20562 0.0174 0.0637 0.2002
O -3.57997 0.89539 2.57617 0.0234 0.0184 0.0853
C -2.99265 2.23204 2.51479 0.0087 -0.0192 -0.0078
C -4.00828 3.20072 3.05849 -0.0097 0.0114 -0.0166
H -6.23737 -3.09477 0.62328 0.0033 -0.0025 -0.0016
H -5.21243 -3.74685 1.90807 -0.0020 0.0006 -0.0012
H -4.49077 -3.22992 0.37323 -0.0005 0.0009 -0.0003
H -5.86474 -1.36794 2.39425 -0.0035 0.0062 -0.0007
H -5.11399 -0.86311 0.87036 0.0000 -0.0061 -0.0081
H -2.74252 2.43620 1.47329 -0.0118 0.0078 -0.0029
H -2.07768 2.22092 3.10883 0.0042 -0.0021 0.0145
H -4.92101 3.17418 2.46504 0.0000 0.0048 0.0044
H -3.59974 4.21032 3.01592 0.0014 -0.0026 0.0021
H -4.25199 2.96911 4.09393 0.0051 -0.0047 -0.0003
C 2.22288 -0.04173 -6.37545 0.0053 0.0084 0.0145
C 2.20061 -0.43538 -4.92661 0.0182 0.0005 -0.0375
C 0.99547 -0.64602 -4.26079 -0.0276 -0.0132 0.0413
C 0.97216 -1.00539 -2.92443 0.0355 0.0175 -0.0488
C 2.17795 -1.15200 -2.25201 0.0196 0.0082 -0.0394
C 3.39814 -0.95954 -2.89172 -0.0718 -0.0297 0.0229
C 3.39583 -0.60089 -4.22587 0.0283 0.0019 -0.0166
S 2.17278 -1.56511 -0.56219 -0.0738 -0.0382 0.1143
O 3.42857 -2.12206 -0.18200 0.0114 -0.0061 0.0168
O 0.92232 -2.30797 -0.28921 0.0541 0.0335 0.0071
N 1.81564 -0.20777 0.28205 0.0005 -0.1293 -0.2057
C 2.66055 0.47760 1.16449 0.0459 -0.0583 -0.1673
C 4.01164 0.73524 1.00708 0.0347 -0.0080 -0.0176
C 4.63464 1.45067 2.01445 0.0197 -0.0141 -0.0358
C 3.90474 1.87882 3.11640 -0.0262 0.0039 0.0284
C 2.55968 1.56878 3.17803 -0.0345 0.0081 0.0486
N 1.94925 0.87818 2.21397 -0.1161 0.1093 0.1293
H 1.22987 -0.09145 -6.81735 -0.0002 -0.0001 -0.0001
H 2.88651 -0.69263 -6.94477 0.0017 -0.0016 0.0036
H 2.59324 0.97883 -6.48592 0.0000 -0.0006 -0.0057
H 0.06339 -0.54079 -4.80105 0.0002 0.0016 0.0035
H 0.03571 -1.19579 -2.41750 -0.0045 0.0075 -0.0010
H 4.32356 -1.11714 -2.35462 0.0057 0.0102 -0.0076
H 4.33820 -0.45922 -4.74027 -0.0035 0.0017 0.0024
H 4.54797 0.37550 0.14160 0.0067 0.0055 0.0066
H 5.69043 1.67400 1.93993 0.0011 0.0017 0.0040
H 4.36813 2.44021 3.91415 0.0041 0.0016 -0.0029
H 1.94772 1.87217 4.01795 -0.0096 -0.0015 -0.0106
```
Forces are in eV/Å.

=====

DFT (wB97M-V/def2-TZVPD) results for C16H21N2OPt as an isolated structure.

highest occupied orbital energy: -17.898 eV
LUMO: -13.829 eV
total charge: +3
calculated total energy: -925.22187 hartree
energy relative to the best compared isomer or geometry (same formula, charge and spin): 0.0 kcal/mol
orbital gap: 0.150 hartree
molecular weight: 452.4 g/mol

```
41
Properties=species:S:1:pos:R:3:forces:R:3
Pt -0.30341 -0.41950 -0.17349 -0.1513 0.1159 0.0518
C 1.09945 -0.44832 -1.88342 -0.0622 -0.0437 0.0378
C 0.58065 0.89693 -1.64104 0.0317 0.0653 -0.0382
C -0.85447 0.85597 -1.90314 0.0101 -0.1027 0.0275
C -1.21395 -0.51838 -2.24222 -0.0658 0.1209 0.0049
C -0.03330 -1.31162 -2.23128 0.1663 -0.0362 0.1035
C 0.08318 -2.75513 -2.51571 -0.0601 0.0046 -0.0151
C -2.58626 -0.98052 -2.52869 0.0243 -0.0321 -0.0053
C -1.77913 1.99274 -1.85250 -0.0236 -0.0077 -0.0010
C 1.37058 2.10737 -1.34281 -0.0257 -0.0498 0.0149
C 2.50243 -0.86210 -1.84452 0.0078 -0.0035 -0.0569
H 0.54536 -2.86078 -3.50760 -0.0101 -0.0228 -0.0002
H -0.88066 -3.25758 -2.53944 0.0059 0.0043 -0.0129
H 0.74352 -3.26322 -1.81016 0.0185 0.0131 -0.0036
H -2.72729 -0.92207 -3.61843 -0.0271 -0.0097 0.0066
H -3.34617 -0.34923 -2.07181 -0.0007 0.0133 -0.0075
H -2.74698 -2.01951 -2.24269 0.0144 -0.0010 -0.0195
H -2.06894 2.21624 -2.89249 0.0255 0.0169 -0.0020
H -1.33771 2.88716 -1.42164 -0.0096 0.0025 0.0081
H -2.71339 1.74298 -1.34353 0.0007 0.0022 -0.0035
H 1.54391 2.62609 -2.29720 0.0087 -0.0056 -0.0070
H 2.34259 1.87751 -0.91274 0.0025 0.0059 0.0037
H 0.83180 2.80046 -0.69745 0.0015 0.0091 -0.0077
H 2.62746 -1.90612 -1.55829 0.0040 0.0041 0.0186
H 3.13092 -0.20698 -1.24526 0.0006 -0.0083 0.0114
H 2.86676 -0.78798 -2.88537 0.0040 0.0101 0.0098
N 1.42641 0.28275 6.73388 0.0079 0.0185 0.0081
C 0.25857 0.33735 6.08059 -0.0186 0.0261 -0.0258
O -0.82540 0.51214 6.58183 0.0050 -0.0084 -0.0018
C 0.28275 0.17611 4.55401 0.0041 -0.0222 0.0237
C 1.41133 0.10833 3.73611 -0.0048 0.0098 -0.0328
C 1.25688 -0.00108 2.37433 0.0047 0.0410 0.0673
N 0.02914 -0.05978 1.80180 0.1694 -0.0679 -0.1391
C -1.07729 0.00535 2.59544 -0.0321 -0.0388 0.0033
C -0.97735 0.12238 3.95541 -0.0106 -0.0079 -0.0091
H 1.40422 0.39268 7.73809 0.0005 -0.0029 0.0059
H 2.31834 0.12042 6.30485 0.0052 -0.0261 -0.0028
H 2.41734 0.14822 4.12997 -0.0010 0.0068 0.0071
H 2.11243 -0.05017 1.71524 -0.0098 0.0005 -0.0105
H -2.04576 -0.03076 2.10804 -0.0090 0.0022 -0.0085
H -1.85653 0.18585 4.58526 -0.0011 0.0043 -0.0032
```
Forces are in eV/Å.

=====

DFT (wB97M-V/def2-TZVPD) results for the molecule C16H21N3 in a non-equilibrium geometry.

highest occupied orbital energy: -7.286 eV
LUMO: -0.281 eV
total charge: 0
SMILES string: CC1=C[C@@](C)(/N=N/c2ccc(C)cc2C)CC=C1N
calculated total energy: -786.38551 hartree
energy relative to the best compared isomer or geometry (same formula, charge and spin): 120.7 kcal/mol
orbital gap: 0.257 hartree
molecular weight: 255.4 g/mol

```
40
Properties=species:S:1:pos:R:3:forces:R:3
N 0.35540 0.13282 0.87698 -0.0608 0.0549 -4.6659
N -0.41365 -0.07422 -0.18901 1.2033 1.6382 4.7195
C 1.15886 -1.47721 -4.03048 1.2920 1.1665 3.9485
C -0.32765 -1.23812 -3.75006 -0.7785 0.1268 2.2547
C 2.01268 -1.29113 -2.94791 -2.9373 0.4049 -0.8567
C -0.73790 -0.70378 -2.48786 1.6794 -1.2619 -3.0557
C -1.67206 0.80062 2.03111 1.3989 -0.6731 4.1469
C -2.30355 0.90117 3.32179 2.5422 0.5043 -4.0289
C -0.13066 1.22980 4.40319 0.5644 -0.0325 -0.1576
C -0.20629 0.65931 2.05378 -3.7168 -0.5906 -0.7868
C -1.49036 1.20167 4.38604 -2.7659 1.3826 3.3696
C 0.54312 0.90801 3.23136 1.5984 0.2108 -0.9455
N 1.73228 -1.82322 -5.23999 0.0840 0.1568 -0.8175
C -1.35161 -1.81484 -4.72831 -0.6888 -0.5713 -0.8476
C -2.30256 1.59666 5.69825 1.2332 -1.2408 -0.0212
C 2.09692 0.81872 3.28761 -1.3077 -1.8619 -1.9012
C 0.65181 1.32075 -1.83166 -1.6472 -0.9739 -2.2552
C 1.48222 -0.97293 -1.52369 2.2410 0.2212 -0.9606
C 0.24084 -0.13584 -1.49178 1.4554 -0.1450 -0.8013
H 3.05665 -1.34415 -3.15831 0.6988 -0.2337 0.2895
H -1.73819 -0.68283 -2.07841 -0.4549 -0.0999 -0.7814
H -2.32361 0.69442 1.19691 0.2732 -0.1872 -0.8281
H -3.35766 0.89908 3.29248 -1.0305 0.1283 0.6378
H 0.35339 1.46644 5.37374 -0.0120 -0.1440 -1.0159
H 1.13732 -2.37374 -5.80421 -0.4899 -0.5150 -0.8266
H 2.70005 -2.18104 -5.25884 -1.0794 0.4173 0.4852
H -2.39974 -1.73547 -4.32342 1.1254 -0.2582 -0.1689
H -1.13397 -2.92299 -4.98602 -0.3358 1.6697 0.5593
H -1.43234 -1.28864 -5.73575 0.5383 -0.4185 1.2220
H -3.34979 1.68735 5.35914 0.4802 0.3116 0.7576
H -1.91104 2.45529 6.34633 -0.5790 -0.9502 -1.4091
H -2.19600 0.68599 6.34938 -0.4699 0.7937 -0.3173
H 2.34912 -0.20763 2.91727 0.0399 0.8376 0.1244
H 2.74386 1.51914 2.75324 -0.6916 0.1626 -0.1918
H 2.36183 0.82126 4.29128 0.5777 0.1826 1.9143
H 1.08370 1.44472 -2.89492 -1.2198 -0.1625 1.6380
H 1.38313 1.51660 -1.15449 2.3765 0.8398 1.9222
H -0.20330 1.90043 -1.51254 -0.1991 0.8034 -0.8056
H 1.20532 -1.90193 -1.08463 0.1633 -1.0793 0.7408
H 2.33343 -0.49056 -0.95755 -1.1006 -0.6142 -0.2839
```
Forces are in eV/Å.